DFT (wB97M-V/def2-TZVPD) results for C5H7OP as an isolated structure in a non-equilibrium geometry.

- ΔE to the lowest compared entry with this formula, charge and spin: 208.83 kJ/mol

```
! wB97M-V def2-TZVPD RIJCOSX def2/J DEFGRID3
* xyz 0 1
C 0.8242 -0.4660 -0.1050
C -0.2509 -1.6592 -0.2502
C 0.2487 0.8772 0.0829
C 1.5215 1.6676 0.2429
C -1.5702 -1.1257 -0.1718
O 0.0059 -2.8548 -0.3050
P 2.5300 0.1343 -0.1717
H -0.3377 1.1657 -0.8249
H -0.5260 0.8923 0.9863
H 1.7604 2.4674 -0.4983
H 1.6351 1.9853 1.2451
H -2.2795 -1.8999 -0.2447
H -1.8629 -0.3754 -0.8058
H -1.6987 -0.8088 0.8205
*
```

Atomic partial charges in e from the Mulliken method, atoms 1 to 5:
1. C 0.172
2. C 0.767
3. C -0.478
4. C -0.703
5. C -1.403

DFT (wB97M-V/def2-TZVPD) results for a 2-piece molecular cluster, C4H10O overall.

- ΔE to the lowest compared entry with this formula, charge and spin: 80.43 kJ/mol

```
! wB97M-V def2-TZVPD RIJCOSX def2/J DEFGRID3
* xyz 0 1
C 0.5944 1.4636 1.3859
C 0.5079 0.0432 0.9181
C 1.4574 -0.5944 0.2306
C -1.3344 -0.5492 -1.8116
O -0.6919 -0.5072 1.2589
H 1.3681 2.0044 0.8365
H -0.3691 1.9574 1.2255
H 0.8197 1.5114 2.4562
H 2.3912 -0.0992 -0.0072
H 1.3260 -1.6146 -0.1235
H -0.5357 -0.0101 -1.3024
H -1.1488 -0.5204 -2.8865
H -1.3389 -1.5921 -1.4785
H -2.3019 -0.0958 -1.5861
H -0.7439 -1.3970 0.8841
*
```

Atomic partial charges in e from the Mulliken method, atoms 1 to 5:
1. C -1.162
2. C 0.628
3. C -0.798
4. C -0.865
5. O -0.522

DFT (wB97M-V/def2-TZVPD) results for one molecule with the formula C19H26N4O4S in a non-equilibrium geometry.

- ΔE to the lowest compared entry with this formula, charge and spin: 0.00 kJ/mol

```
! wB97M-V def2-TZVPD RIJCOSX def2/J DEFGRID3
* xyz 0 1
C 2.2832 0.5006 -3.6459
H 1.2789 0.0850 -3.6588
H 2.6345 0.5893 -4.6704
H 2.9364 -0.1876 -3.1138
C 2.3077 1.8712 -2.9761
N 1.9213 1.7905 -1.5756
C 2.8940 1.9372 -0.6612
O 4.0223 2.3089 -0.9466
C 2.5843 1.5900 0.8039
N 2.2518 0.1888 0.9815
C 3.1588 -0.7844 0.6429
C 2.8419 -2.1203 0.8115
C 1.5688 -2.5631 1.3038
O 1.2044 -3.7091 1.4558
N 0.7407 -1.4871 1.6379
C 1.0206 -0.1442 1.4978
O 0.2196 0.7059 1.8377
C -0.6435 -1.7807 1.9505
H -0.9465 -1.1689 2.8013
H -0.7049 -2.8467 2.1815
C -1.4742 -1.4447 0.7040
O -0.9204 -1.2137 -0.3564
N -2.8110 -1.4451 0.8415
C -3.5421 -1.5938 2.0787
H -2.9286 -2.0808 2.8340
C -4.0307 -0.2234 2.5549
C -4.9037 0.4089 1.4727
C -4.1312 0.4798 0.1571
C -3.6279 -0.9106 -0.2316
H -3.0120 -0.8675 -1.1306
H -4.4706 -1.5878 -0.4033
H -4.7646 0.8766 -0.6373
H -3.2711 1.1417 0.2767
H -5.2137 1.4092 1.7788
H -5.8043 -0.1945 1.3343
H -4.5920 -0.3336 3.4836
H -3.1667 0.4161 2.7464
H -4.4060 -2.2385 1.8780
S 4.1362 -3.1560 0.3243
C 5.0872 -1.7886 -0.0893
C 4.4634 -0.5998 0.1251
H 4.9075 0.3540 -0.0904
H 6.0760 -1.9371 -0.4759
H 3.4888 1.8234 1.3752
H 1.7555 2.1799 1.2009
C 0.5455 1.4313 -1.2777
C -0.4676 2.2259 -2.0980
H -0.2762 3.2938 -2.0155
H -0.4594 1.9420 -3.1466
H -1.4599 2.0212 -1.7050
H 0.3431 1.6356 -0.2288
H 0.3849 0.3604 -1.4418
H 3.3222 2.2741 -2.9966
H 1.6490 2.5663 -3.4992
*
```

Atomic partial charges in e from the Mulliken method, atoms 1 to 5:
1. C -1.034
2. H 0.251
3. H 0.404
4. H 0.264
5. C -0.803

DFT (wB97M-V/def2-TZVPD) results for a 6-piece molecular cluster, C22H46N4O8P2 overall in a non-equilibrium geometry.

```
! wB97M-V def2-TZVPD RIJCOSX def2/J DEFGRID3
* xyz 0 1
C -5.9930 4.4303 -3.2421
C -5.6148 3.0088 -3.5609
C -4.0869 2.7828 -3.8723
C -3.1629 2.8128 -2.7255
N -2.4467 2.7813 -1.8371
H -7.0770 4.5173 -3.2480
H -5.6079 5.0803 -4.0229
H -5.5862 4.7425 -2.2889
H -6.1167 2.6353 -4.4502
H -5.7793 2.3695 -2.6741
H -3.7238 3.4391 -4.6515
H -3.8901 1.8034 -4.3178
C -1.4051 -2.9124 -1.1585
C -0.4136 -1.7680 -1.4322
C -0.8320 -0.3404 -0.9752
C -1.0796 -0.3121 0.4608
N -1.3240 -0.2347 1.5838
H -1.1831 -3.7355 -1.8367
H -2.4200 -2.5397 -1.2793
H -1.3452 -3.2810 -0.1206
H -0.0484 -1.7899 -2.4557
H 0.4759 -2.0275 -0.8303
H -1.6841 0.1177 -1.4532
H -0.0048 0.3774 -1.1834
C -4.0480 -3.7711 2.0348
C -3.5934 -2.4382 2.6256
C -2.1770 -2.5261 3.1576
C -1.9791 -3.6072 4.1180
N -1.8564 -4.3736 4.9791
H -3.4441 -4.1647 1.2199
H -5.0636 -3.6672 1.6207
H -4.0853 -4.5324 2.8249
H -4.3487 -2.2019 3.3905
H -3.6754 -1.6674 1.8582
H -1.8479 -1.5896 3.5784
H -1.4317 -2.6374 2.3430
C 1.6140 4.4707 0.5032
C 0.8222 3.1708 0.4930
C 0.5458 2.7648 1.9960
C 1.7227 2.1499 2.5623
N 2.7730 1.7277 2.7501
H 1.7080 4.8833 -0.5185
H 2.6458 4.2790 0.8434
H 1.1670 5.2500 1.1641
H 1.2649 2.3789 -0.1061
H -0.1422 3.3794 0.0176
H -0.2570 2.0174 1.9484
H 0.2334 3.6484 2.5198
C 1.3946 -5.1299 3.5281
O 1.4907 -4.1319 2.5377
P 1.8586 -2.6295 2.8390
O 3.1996 -2.3937 3.3807
O 1.5168 -1.9304 1.4124
C 2.5748 -1.3847 0.7151
O 0.6918 -2.0619 3.7525
C 0.7904 -0.9370 4.5504
H 0.5980 -4.9498 4.2232
H 2.3138 -5.1112 4.0472
H 1.2067 -6.0839 3.0376
H 3.1732 -0.7778 1.4033
H 2.1751 -0.8337 -0.1344
H 3.2713 -2.1246 0.2975
H 0.3722 -1.0951 5.5385
H 0.3107 -0.0677 4.1097
H 1.8202 -0.6134 4.6094
C 2.4671 -0.8829 -3.9984
O 3.4380 0.1295 -3.8396
P 3.3087 1.1648 -2.6396
O 1.9478 1.2999 -2.1308
O 4.2695 0.7102 -1.5057
C 4.2172 1.6334 -0.3222
O 3.9685 2.4331 -3.3185
C 5.2360 2.2190 -3.9009
H 2.7142 -1.4729 -4.8735
H 1.5413 -0.3481 -4.1355
H 2.3959 -1.5518 -3.1646
H 3.3640 1.3475 0.2558
H 4.1989 2.6895 -0.6630
H 5.1171 1.4762 0.2514
H 5.9227 1.5714 -3.3343
H 5.7338 3.1834 -3.9977
H 5.2032 1.7538 -4.8833
*
```

Atomic partial charges in e from the Mulliken method, atoms 1 to 5:
1. C -1.091
2. C -0.350
3. C -0.570
4. C 0.282
5. N -0.445

no.,HOMO (eV),electronic energy (Eh)
1,-8.942,-611.206945
2,-8.889,-233.614316
3,-8.643,-1657.886230
4,-10.389,-2369.657811